Density functional theory data (wB97M-V/def2-TZVPD) for C36H27BrN7O5RbSe as an isolated structure.

Summary:
**HOMO energy**: -0.1054 Eh
**Net charge**: -2
**Energy relative to the best compared isomer or geometry (same formula, charge and spin)**: 9.2 kcal per mole
**Spin multiplicity**: 1
**Molecular weight**: 882.0 g/mol
**Frontier orbital gap**: 6.06 eV

Structure (XYZ):
```
78
Properties=species:S:1:pos:R:3:forces:R:3
Rb -0.733165 1.813806 -0.460334 0.143 0.038 0.204
C -1.207392 0.111851 -4.104752 -0.011 0.005 -0.005
C -0.945559 -0.807857 -2.941682 -0.047 0.047 -0.005
C 0.227311 -1.547359 -2.862101 0.023 0.027 -0.041
C 0.514445 -2.335647 -1.751379 -0.009 -0.007 0.026
C 1.776526 -3.153664 -1.699191 0.009 -0.009 0.020
C -0.388712 -2.358612 -0.697827 0.001 0.028 0.003
C -1.579669 -1.638085 -0.750811 -0.013 -0.026 -0.019
C -2.520532 -1.628231 0.424718 0.003 0.011 -0.005
C -1.856043 -0.886114 -1.887388 0.017 0.028 -0.012
H -0.657244 -0.207926 -4.990991 0.003 -0.001 0.002
H -0.899140 1.134583 -3.867372 0.004 0.000 -0.003
H -2.270814 0.147657 -4.344395 -0.001 -0.005 0.002
H 0.941543 -1.494891 -3.678586 0.007 -0.003 0.006
H 2.612309 -2.619544 -2.155513 -0.002 0.007 0.009
H 1.647601 -4.094891 -2.238782 0.005 -0.018 -0.010
H 2.043412 -3.396127 -0.670045 -0.003 -0.010 0.003
H -0.149182 -2.926857 0.194566 0.013 -0.011 0.005
H -2.146054 -0.959528 1.204967 -0.004 -0.004 0.002
H -2.622216 -2.626223 0.856623 0.003 -0.004 0.008
H -3.504902 -1.263929 0.130556 -0.001 -0.005 0.001
H -2.772202 -0.305409 -1.934119 -0.003 -0.001 0.022
O 3.933859 7.350982 -3.391637 0.000 -0.006 -0.005
C 4.454959 6.529806 -2.611746 -0.005 0.017 0.011
O 5.639674 6.435214 -2.228294 0.004 -0.006 -0.002
C 3.490039 5.465198 -2.028635 -0.009 0.000 -0.009
C 3.947077 4.494026 -1.143738 -0.012 -0.002 0.004
C 3.057607 3.556735 -0.651298 0.029 0.009 0.001
N 1.764520 3.516980 -0.983535 0.002 -0.012 -0.043
C 1.326861 4.454512 -1.831262 -0.027 -0.070 0.021
C 2.144718 5.439280 -2.367023 0.015 0.010 -0.011
C -0.154049 4.334905 -2.147634 -0.006 -0.010 0.022
O -0.952025 4.981174 -1.431741 0.017 -0.014 -0.026
O -0.480908 3.508275 -3.044329 -0.056 0.000 -0.078
H 4.991574 4.498118 -0.862788 -0.001 -0.002 0.003
H 3.387958 2.792645 0.047805 -0.005 -0.001 -0.003
H 1.761837 6.187878 -3.047802 -0.002 -0.002 -0.001
Br 0.362179 -6.690744 -0.564736 -0.004 -0.014 -0.011
C 0.900545 -5.810495 1.030379 0.016 0.029 0.021
C -0.024563 -5.058269 1.738774 -0.024 -0.021 -0.018
C 0.367063 -4.394803 2.887217 0.003 -0.003 -0.031
C 1.681818 -4.495798 3.353230 -0.083 0.160 0.040
C 2.585918 -5.276605 2.636419 0.021 0.010 0.029
C 2.207438 -5.922056 1.468846 -0.006 0.009 -0.010
N 2.059315 -4.016949 4.633882 0.087 0.066 0.029
N 1.708396 -2.890838 5.088631 -0.051 -0.040 -0.027
C 1.220899 -1.840100 4.332622 0.103 -0.171 -0.136
C 0.303068 -1.016866 4.998432 -0.018 0.004 0.049
C -0.436662 -0.049108 4.369536 -0.037 0.006 -0.024
C -0.282685 0.220886 2.972253 0.034 -0.135 0.003
O -1.031037 0.971960 2.327394 -0.028 0.098 -0.064
C 0.883547 -0.446636 2.330972 -0.012 0.060 0.005
N 1.238821 0.033466 1.121987 -0.061 -0.056 0.018
C 2.311361 -0.446486 0.536129 0.026 -0.012 0.009
C 3.117014 -1.432316 1.122388 -0.014 0.014 -0.013
C 2.760198 -1.942241 2.342543 -0.016 0.005 0.018
C 1.601518 -1.468694 2.993416 -0.027 0.011 -0.015
H -1.043313 -4.981008 1.383005 -0.008 0.004 0.000
H -0.349591 -3.791870 3.429526 0.004 0.006 0.012
H 3.597524 -5.374746 3.011198 -0.001 0.001 0.002
H 2.921350 -6.511220 0.908924 0.000 0.001 0.002
H 0.138831 -1.230774 6.049665 0.007 -0.011 -0.007
H -1.186972 0.517535 4.906025 -0.004 0.003 -0.009
H 2.567502 -0.027190 -0.432805 -0.007 -0.007 -0.001
H 4.011690 -1.770949 0.615386 0.003 -0.002 0.008
H 3.386516 -2.676972 2.829200 0.006 0.005 -0.005
Se -3.091551 4.057791 -2.960871 -0.026 -0.029 0.067
N -4.569969 4.649873 -2.207766 0.049 -0.017 -0.055
C -4.955123 3.716377 -1.332384 -0.016 0.018 -0.012
C -6.029538 3.816155 -0.418363 0.005 0.004 -0.022
C -6.260532 2.754959 0.405117 0.005 -0.034 0.003
C -5.432073 1.601563 0.318471 -0.024 -0.003 0.008
N -4.434000 1.457238 -0.509095 0.036 0.029 -0.025
C -4.175563 2.514770 -1.330219 -0.098 -0.053 0.021
N -3.142936 2.491456 -2.172680 0.079 0.064 0.043
H -6.627953 4.717727 -0.386660 0.004 0.004 -0.003
H -7.059750 2.772976 1.134489 0.000 -0.003 -0.001
H -5.622725 0.766269 0.987018 -0.009 0.004 0.002
```
Forces are in eV/Å.

Listed below, in e, are the Mulliken charges computed for each atom: 0.63, -1.37, 1.13, -0.85, 0.38, -1.35, 0.40, 0.33, -1.33, -0.36, 0.44, 0.13, 0.34, 0.36, 0.37, 0.38, 0.03, 0.22, 0.07, 0.33, 0.37, 0.13, -0.74, 0.51, -0.75, 0.04, -0.80, -0.21, 0.03, 0.74, -0.46, 0.04, -0.73, -0.74, 0.43, 0.44, 0.50, -0.20, -0.03, -0.19, 0.13, -0.12, -0.27, -0.56, -0.72, -0.48, 0.04, -0.17, -0.97, 0.18, -0.69, -0.21, 0.14, -0.51, -1.04, -0.41, 1.15, 0.40, 0.30, 0.42, 0.41, 0.37, 0.41, 0.57, 0.45, 0.62, 0.46, -0.93, 0.53, -0.58, -0.62, -0.17, -0.10, 0.33, -0.19, 0.44, 0.35, 0.38

***

Density functional theory data (wB97M-V/def2-TZVPD) for a 2-piece molecular cluster, C36H27F3N4O4S2 overall.

Summary:
**HOMO energy**: -0.2551 Eh
**Energy relative to the best compared isomer or geometry (same formula, charge and spin)**: 35.8 kcal per mole
**Spin multiplicity**: 1
**Molecular weight**: 700.8 g/mol
**Frontier orbital gap**: 5.26 eV

Structure (XYZ):
```
76
Properties=species:S:1:pos:R:3:forces:R:3
C 0.025239 2.915197 1.767928 -0.097 0.133 -0.103
O 0.559416 1.609388 2.134425 -0.094 -0.016 -0.636
C 0.362334 0.554161 1.211445 -3.065 0.617 0.413
C -1.162502 0.296887 1.049803 0.074 0.597 -0.269
C -1.794246 -0.196121 -0.091112 -0.247 -0.491 0.606
C -3.127425 -0.627289 -0.017949 0.205 0.007 0.210
C -3.875453 -0.434454 1.148078 0.487 0.221 -0.043
C -3.289080 0.274932 2.207887 0.382 -0.137 -0.193
C -1.941449 0.640257 2.153276 -0.289 -0.358 0.358
C 1.038178 -0.677060 1.713585 1.336 -1.581 -0.660
N 0.647458 -1.966123 1.539781 1.711 0.863 0.212
C -0.565619 -2.649219 1.808704 -1.660 -1.042 0.386
C -0.967512 -3.692748 0.958318 0.282 0.387 -0.036
C -2.076708 -4.466104 1.294235 -0.140 0.055 0.005
C -2.785263 -4.237064 2.478096 0.393 0.410 -0.208
C -2.370639 -3.207117 3.329822 -0.442 -0.161 -0.210
C -1.279207 -2.416903 2.997783 0.739 0.413 -0.267
N 1.743996 -2.784844 1.308284 0.302 0.975 0.623
C 2.797546 -2.002235 1.393708 -0.847 0.829 0.095
C 4.182693 -2.405357 1.165884 1.002 -0.672 -0.049
C 5.277834 -1.730586 1.761404 -0.612 -0.219 0.080
C 6.545123 -2.303101 1.755186 -0.242 -0.280 -0.243
C 6.731968 -3.547227 1.131361 -0.143 0.145 -0.083
C 5.686576 -4.155913 0.414093 0.262 0.238 0.191
C 4.419073 -3.576121 0.409642 -0.054 0.311 0.484
N 2.408078 -0.693167 1.727180 -0.496 -1.607 -0.855
C 3.196066 0.474005 1.512108 1.269 0.484 0.381
C 3.141736 1.475418 2.461349 0.198 0.054 0.173
C 3.816995 2.680986 2.229922 0.183 -0.219 0.076
C 4.641473 2.806969 1.107716 -0.292 0.446 0.394
C 4.670195 1.805184 0.142600 -0.137 -1.104 -0.052
C 3.958344 0.615034 0.344100 0.422 0.378 0.116
H 0.712572 3.419105 1.080551 -0.054 -0.075 0.189
H -0.968532 2.878190 1.296150 0.378 -0.295 0.133
H -0.063608 3.483666 2.704931 0.184 -0.323 -0.290
H -1.296989 -0.294271 -1.038168 -0.079 -0.107 0.212
H -3.532706 -1.119086 -0.903631 -0.120 0.362 0.331
H -4.901934 -0.798889 1.212526 0.298 0.212 -0.033
H -3.829349 0.515103 3.117260 -0.187 -0.036 -0.192
H -1.465503 1.174935 2.983812 -0.409 -0.415 -0.222
H -0.409298 -3.873342 0.032396 -0.274 0.053 0.410
H -2.424971 -5.241231 0.608222 0.234 0.232 0.206
H -3.671273 -4.830522 2.701775 0.289 0.144 0.035
H -2.943101 -2.996709 4.236420 0.309 -0.050 -0.259
H -0.949586 -1.602691 3.653761 -0.181 -0.391 -0.197
H 5.106594 -0.760069 2.235031 0.226 -0.559 0.035
H 7.369281 -1.779415 2.250790 -0.308 -0.326 -0.227
H 7.708102 -4.032967 1.199838 -0.318 0.155 -0.162
H 5.864106 -5.093711 -0.124720 -0.086 0.450 0.238
H 3.588580 -4.021381 -0.141008 0.263 0.005 0.255
H 2.574430 1.283877 3.375660 0.214 0.326 -0.372
H 3.688388 3.495165 2.947792 0.329 -0.296 -0.226
H 5.277066 3.692661 0.990342 -0.497 -0.268 -0.057
H 5.231042 1.935575 -0.783784 -0.065 -0.060 0.350
H 3.956745 -0.188648 -0.402591 0.038 0.492 0.274
F 2.108262 0.137571 -2.505144 -0.605 0.039 0.783
C 1.082995 -0.113683 -1.646322 -0.485 -1.329 -1.561
F -0.044777 -0.103640 -2.411769 1.547 0.059 0.846
F 1.264547 -1.402592 -1.194376 -0.324 0.567 -0.381
S 1.269663 1.030258 -0.302326 -0.896 1.904 -1.192
N -2.773156 2.403205 -2.594821 1.637 -0.923 1.032
C -2.347207 2.970507 -3.776305 -0.310 -0.842 1.332
O -1.189797 3.254997 -4.106257 -1.380 0.002 0.326
C -3.598063 3.191294 -4.571322 -0.475 0.403 -1.242
C -4.664572 2.475302 -4.069396 -1.736 -0.395 -0.014
C -5.948095 2.516156 -4.607822 0.655 0.348 -0.323
C -6.146582 3.344725 -5.723737 0.229 -0.110 0.085
C -5.083005 4.109765 -6.242636 -0.289 -0.338 0.312
C -3.806331 4.020697 -5.667925 -0.169 -0.024 -0.100
S -4.180512 1.624567 -2.574736 1.690 2.125 -1.710
O -4.050067 0.207641 -2.864763 -0.221 0.016 0.435
O -5.004392 2.027842 -1.457906 0.057 -0.480 -0.039
H -6.742295 1.930104 -4.144442 0.114 0.202 -0.258
H -7.132698 3.372967 -6.190538 0.275 0.163 0.104
H -5.280276 4.777103 -7.088571 0.199 -0.278 0.316
H -2.968950 4.600195 -6.040898 -0.087 -0.015 -0.077
```
Forces are in eV/Å.

Listed below, in e, are the Mulliken charges computed for each atom: -0.79, -0.44, 2.72, -0.42, 0.06, -0.78, -0.75, -0.88, -0.19, -2.33, 1.62, 0.43, -0.33, -0.72, -0.41, -0.84, 0.05, -1.19, 0.82, 0.10, 0.15, -0.85, -0.30, -0.77, -0.47, 0.49, -1.26, 0.14, -0.92, -0.56, -1.13, 1.18, 0.37, 0.34, 0.30, 0.71, 0.53, 0.49, 0.44, 0.38, 0.43, 0.37, 0.40, 0.37, 0.36, 0.36, 0.40, 0.39, 0.39, 0.43, 0.40, 0.44, 0.41, 0.46, 0.63, -0.24, 0.77, -0.25, -0.19, -0.32, -0.33, 0.23, -0.73, 0.10, 0.38, -0.67, -0.39, -0.51, -0.42, 1.19, -0.69, -0.68, 0.39, 0.35, 0.35, 0.45

***

Density functional theory data (wB97M-V/def2-TZVPD) for C36H28BrIrO5P2SSe as an isolated structure.

Summary:
**HOMO energy (alpha / beta)**: -0.3588 / -0.4148 Eh
**Net charge**: +1
**Energy relative to the best compared isomer or geometry (same formula, charge and spin)**: 0.0 kcal per mole
**Spin multiplicity**: 6
**Molecular weight**: 985.7 g/mol
**Frontier orbital gap (alpha / beta)**: 6.95 / 5.41 eV

Structure (XYZ):
```
75
Properties=species:S:1:pos:R:3:forces:R:3
Ir 0.420891 -0.381647 1.117884 -0.564 -0.005 0.031
O -1.831478 2.730329 0.188681 -0.044 0.188 0.167
S -1.149515 1.454339 -0.074831 0.160 -0.254 -0.208
C -2.372113 0.433992 -0.904124 -0.124 0.092 -0.039
C -3.425870 1.117715 -1.499570 0.034 -0.005 -0.010
C -4.367461 0.403842 -2.222566 0.032 0.002 0.019
C -4.256572 -0.976683 -2.341753 0.018 -0.010 0.014
C -3.226756 -1.649279 -1.705111 -0.066 0.016 -0.013
C -2.272626 -0.945803 -0.972795 -0.048 -0.045 0.012
P -1.066015 -1.803299 0.067177 0.429 -0.186 0.146
C -0.135778 -2.933882 -0.980249 -0.025 0.058 -0.035
C 0.592966 -3.949846 -0.360767 0.029 0.007 -0.008
C 1.439951 -4.742687 -1.114739 0.016 -0.013 -0.025
C 1.577503 -4.516418 -2.479042 0.007 -0.009 0.006
C 0.865951 -3.497360 -3.092270 -0.004 0.002 0.005
C 0.008951 -2.703050 -2.344314 -0.011 -0.028 -0.026
C -2.128347 -2.800844 1.136299 -0.002 -0.052 -0.023
C -2.642203 -2.215195 2.290629 0.024 0.005 -0.007
C -3.541991 -2.911133 3.080257 -0.003 -0.014 -0.004
C -3.923663 -4.197286 2.725590 -0.012 -0.010 0.011
C -3.408188 -4.788743 1.581419 0.010 0.003 -0.006
C -2.513431 -4.092923 0.783299 0.012 0.013 0.001
C -0.005756 1.715786 -1.453670 0.051 0.081 0.091
C -0.334864 1.384988 -2.754023 -0.050 -0.091 0.015
C 0.558440 1.634066 -3.791976 0.077 0.020 -0.040
C 1.782803 2.217098 -3.537553 -0.042 -0.018 0.014
C 2.116063 2.571486 -2.236389 0.006 -0.032 0.014
C 1.237856 2.324990 -1.188356 0.023 -0.053 -0.133
P 1.802893 2.865125 0.428501 -0.336 0.057 0.264
C 0.637484 3.954133 1.206558 -0.001 -0.062 0.085
C 0.382175 5.151504 0.528096 0.024 -0.003 -0.023
C -0.535153 6.050483 1.035537 0.007 -0.017 -0.018
C -1.201097 5.760750 2.218276 -0.036 0.047 0.011
C -0.959885 4.571775 2.892779 0.018 -0.048 0.035
C -0.043875 3.664400 2.398289 0.062 0.013 -0.102
C 2.444845 1.618471 1.510129 0.576 0.258 -0.039
C 2.677030 1.924931 2.823299 0.091 -0.130 -0.111
C 3.496699 1.107612 3.647047 -0.047 0.040 0.077
C 4.157591 0.015221 3.100444 0.005 -0.042 -0.014
C 4.031346 -0.292826 1.773392 0.058 -0.023 -0.011
C 3.196274 0.501018 0.818438 -0.421 -0.363 0.026
H -3.489792 2.191561 -1.391957 -0.003 0.021 0.003
H -5.189412 0.924198 -2.694739 -0.005 0.013 0.001
H -4.990288 -1.531344 -2.910502 -0.006 -0.009 -0.006
H -3.173936 -2.729443 -1.757883 0.012 -0.014 0.008
H 0.506524 -4.110944 0.708147 -0.008 0.005 -0.004
H 2.001431 -5.533665 -0.636890 0.011 -0.012 0.006
H 2.246887 -5.133127 -3.062986 0.009 -0.008 -0.004
H 0.979820 -3.316014 -4.152283 0.002 -0.002 -0.013
H -0.542235 -1.904508 -2.826029 -0.003 0.006 -0.001
H -2.326631 -1.220245 2.581095 0.009 0.018 0.010
H -3.937000 -2.455898 3.977754 -0.001 0.014 0.015
H -4.620122 -4.743649 3.347183 -0.007 -0.005 0.007
H -3.700023 -5.794168 1.310147 -0.004 -0.011 -0.002
H -2.108744 -4.562196 -0.104734 0.000 0.004 -0.008
H -1.284455 0.918343 -2.976273 0.033 0.016 -0.003
H 0.286734 1.355247 -4.801064 -0.002 0.000 -0.011
H 2.497312 2.384120 -4.329922 0.006 0.000 -0.023
H 3.084203 3.009146 -2.039679 0.013 -0.010 0.015
H 0.899779 5.372500 -0.397430 0.016 0.006 -0.016
H -0.733343 6.973796 0.510049 0.000 0.014 -0.008
H -1.923443 6.462664 2.612981 -0.001 0.005 0.002
H -1.504555 4.341846 3.798191 -0.001 -0.001 0.005
H 0.086953 2.713140 2.896037 0.049 -0.028 0.006
H 2.257877 2.819384 3.259594 -0.045 0.090 0.012
H 3.604841 1.356237 4.691960 0.008 0.001 0.013
H 4.775884 -0.606070 3.733731 0.008 -0.014 0.003
H 4.517422 -1.166173 1.355243 -0.024 -0.016 -0.017
H 3.033844 -1.026695 -0.841653 1.039 -0.085 -0.584
Br 0.843449 -1.450388 3.316039 -0.115 0.231 -0.157
O 3.992060 1.132331 -0.178913 -0.266 0.092 0.163
Se 4.968726 0.157381 -1.388241 -0.101 -0.378 -0.119
O 4.678063 1.003962 -2.711231 -0.054 0.055 0.004
O 2.262573 -0.384799 0.203682 -0.031 0.503 0.310
O 3.914496 -1.221673 -1.397345 -0.469 0.112 0.241
```
Forces are in eV/Å.

Listed below, in e, are the Mulliken charges computed for each atom: 2.63, -0.67, 0.97, -0.54, -0.13, -0.76, -0.84, -0.41, 0.31, 0.55, 0.49, -0.41, -0.79, -0.56, -0.75, -0.50, 0.63, -0.65, -0.73, -0.55, -0.77, -0.34, 1.74, -0.76, -1.00, -0.82, -0.80, -0.08, 0.02, 0.60, -0.51, -0.73, -0.50, -0.93, 0.12, -0.22, -0.74, -0.99, -0.81, -0.46, 1.75, 0.57, 0.42, 0.47, 0.46, 0.51, 0.44, 0.42, 0.45, 0.30, 0.31, 0.43, 0.40, 0.43, 0.40, 0.35, 0.45, 0.46, 0.49, 0.44, 0.44, 0.41, 0.43, 0.41, 0.68, 0.44, 0.43, 0.52, 0.51, -0.57, -0.51, 0.74, -0.59, -1.09, -0.56

***

Question: energy relative to the best compared isomer or geometry (same formula, charge and spin) of number 2 (C36H27F3N4O4S2)?
Answer: 35.8 kcal per mole

***

Question: Which of these has the highest energy relative to the best compared isomer or geometry (same formula, charge and spin)?
Answer: C36H27F3N4O4S2

***

Question: Number 1 is which compound?
Answer: C36H27BrN7O5RbSe

***

Question: Which of these has the highest energy relative to the best compared isomer or geometry (same formula, charge and spin)?
Answer: C36H27F3N4O4S2